Formula: C25H15Br6N2O6Zn
Source: OMol25
Level of theory: ωB97M-V/def2-TZVPD

Last column: Löwdin charge in e.
Cartesian coordinates (Å):
1 C -2.043 -1.481 1.062  -0.73
2 H -2.623 2.070 -8.157  0.13
3 C -4.219 -0.597 -5.234  0.00
4 H -1.841 0.513 -8.592  0.13
5 H 2.569 -1.052 1.086  0.11
6 O -3.521 0.377 -7.411  0.02
7 Br 3.241 -0.127 5.973  0.72
8 H -0.763 0.758 -3.991  0.13
9 H 3.908 -1.055 3.199  0.10
10 H -3.388 -3.003 1.735  0.10
11 N -1.739 -0.202 0.970  -0.01
12 H -4.990 -1.336 2.668  0.11
13 C -3.795 -0.781 -3.921  -0.03
14 C 1.089 0.517 4.208  -0.10
15 H -4.243 2.007 3.289  0.08
16 H -2.346 1.719 1.218  0.14
17 C -4.750 1.391 2.545  -0.05
18 O 1.766 -0.123 -0.909  -0.20
19 C 0.465 0.509 2.973  -0.11
20 C 2.341 -0.068 4.295  -0.67
21 Zn 0.039 0.210 -0.200  0.59
22 C 2.078 3.459 -1.044  -0.65
23 C 1.525 2.219 -0.761  -0.42
24 C -2.624 0.689 1.388  -0.07
25 Br 1.130 4.983 -0.436  0.71
26 O -1.495 1.189 -6.679  0.03
27 O -2.840 -1.247 -1.327  -0.02
28 Br 3.995 5.330 -2.056  0.65
29 O 0.406 2.071 -0.116  -0.18
30 C -2.351 1.068 -7.787  -0.18
31 C -4.089 -1.011 2.164  -0.02
32 H 0.612 0.961 5.067  0.10
33 N 0.985 -0.062 1.900  0.04
34 O -1.018 -0.028 -1.755  -0.07
35 C -3.364 0.073 -6.077  -0.21
36 H -0.497 0.979 2.845  0.10
37 Br -0.736 -2.692 0.467  0.88
38 Br 4.395 -0.347 -2.320  0.72
39 C 2.246 1.052 -1.182  -0.42
40 H -5.094 2.042 1.743  0.08
41 C -2.125 -0.561 -2.061  -0.58
42 C 3.456 1.226 -1.838  -0.65
43 Br 5.656 2.646 -2.986  0.65
44 C -1.711 0.388 -4.342  0.08
45 C 2.185 -0.609 1.993  -0.10
46 H -5.169 -0.966 -5.584  0.11
47 H -4.423 -1.307 -3.219  0.11
48 C 3.295 3.607 -1.709  -0.78
49 C 2.921 -0.621 3.168  -0.08
50 H -5.617 0.919 3.005  0.07
51 C 3.990 2.483 -2.106  -0.78
52 C -2.567 -0.307 -3.483  -0.12
53 C -3.199 -1.945 1.672  -0.09
54 C -3.817 0.347 2.015  -0.24
55 C -2.134 0.561 -5.634  -0.19

Its gap between HOMO and LUMO is 6.131 eV. The calculation puts the energy above the lowest of the compared OMol25 structures with the same formula, charge and spin at 19.3 kcal/mol. The net charge is -1. The total energy is -510110.6439 eV.